(1)
The following is a DFT calculation (ωB97M-V/def2-TZVPD) of a molecular structure, C9H6Cl5FeI2N4.

Positions of all 27 atoms, in Å:
Fe (-0.165, 0.153, 0.173)
I (-2.788, 1.224, -0.331)
C (-1.656, 2.984, -0.630)
I (0.189, 2.871, 0.429)
H (-2.208, 3.828, -0.231)
H (-1.428, 3.086, -1.683)
Cl (-1.301, -1.597, 1.666)
C (0.432, -1.964, 1.685)
C (1.167, -1.012, 1.015)
C (2.532, -1.185, 0.884)
Cl (3.456, 0.025, 0.043)
C (3.142, -2.299, 1.452)
Cl (4.828, -2.521, 1.310)
C (2.361, -3.250, 2.143)
Cl (3.104, -4.612, 2.832)
C (0.971, -3.094, 2.266)
Cl (-0.015, -4.225, 3.069)
N (2.561, -0.225, -5.675)
C (2.431, -0.291, -4.363)
N (3.487, -0.477, -3.577)
N (1.188, -0.147, -3.878)
C (0.746, -0.141, -2.715)
N (0.212, -0.134, -1.662)
H (3.447, -0.349, -6.138)
H (1.741, -0.077, -6.241)
H (4.414, -0.592, -3.954)
H (3.366, -0.591, -2.583)

Properties
* HOMO-LUMO gap (alpha / beta): 7.790 / 6.065 eV
* total charge: +2
* <S²>: 8.771
* 2S+1: 6



(2)
The following is a DFT calculation (ωB97M-V/def2-TZVPD) of a molecular structure, C30H51BFeN7.

Positions of all 90 atoms, in Å:
Fe (0.023, -0.588, -1.133)
C (4.747, 0.266, -2.561)
C (3.238, 0.194, -2.351)
C (2.504, 1.134, -3.313)
C (2.866, 0.513, -0.934)
C (3.613, 1.037, 0.100)
C (2.755, 1.150, 1.200)
C (3.149, 1.609, 2.574)
C (2.441, 2.884, 3.037)
C (3.030, 0.461, 3.581)
N (1.543, 0.710, 0.827)
N (1.609, 0.314, -0.482)
B (0.159, 0.646, 1.549)
N (-0.272, -0.857, 1.675)
N (-0.183, -1.627, 0.534)
C (-0.401, -2.914, 0.877)
C (-0.645, -2.971, 2.228)
C (-0.579, -1.657, 2.712)
C (-0.929, -1.312, 4.141)
C (-2.371, -1.794, 4.388)
C (-0.806, 0.127, 4.624)
C (-0.378, -4.038, -0.112)
C (0.973, -4.128, -0.824)
C (-1.561, -3.956, -1.078)
N (-0.895, 1.358, 0.645)
N (-1.195, 0.824, -0.583)
C (-2.212, 1.542, -1.113)
C (-2.556, 2.538, -0.225)
C (-1.703, 2.400, 0.878)
C (-1.617, 3.274, 2.088)
C (-0.763, 4.504, 1.753)
C (-3.008, 3.680, 2.573)
C (-2.803, 1.224, -2.452)
C (-1.817, 1.534, -3.579)
C (-3.308, -0.217, -2.506)
H (4.996, -0.013, -3.584)
H (5.111, 1.281, -2.398)
H (5.280, -0.406, -1.888)
H (2.915, -0.837, -2.547)
H (2.829, 2.164, -3.157)
H (2.721, 0.866, -4.347)
H (1.419, 1.111, -3.177)
H (4.654, 1.308, 0.084)
H (4.210, 1.852, 2.480)
H (1.391, 2.715, 3.266)
H (2.923, 3.248, 3.944)
H (2.511, 3.671, 2.285)
H (2.000, 0.109, 3.664)
H (3.653, -0.384, 3.290)
H (3.353, 0.797, 4.566)
H (0.232, 1.167, 2.593)
H (-0.859, -3.854, 2.804)
H (-0.265, -1.933, 4.752)
H (-3.073, -1.215, 3.785)
H (-2.505, -2.847, 4.151)
H (-2.626, -1.650, 5.437)
H (-1.472, 0.790, 4.068)
H (-1.118, 0.156, 5.667)
H (0.207, 0.518, 4.577)
H (-0.501, -4.950, 0.477)
H (1.211, -3.211, -1.374)
H (1.780, -4.293, -0.110)
H (0.976, -4.956, -1.533)
H (-1.531, -3.048, -1.686)
H (-1.561, -4.813, -1.752)
H (-2.508, -3.953, -0.537)
H (-3.329, 3.275, -0.353)
H (-1.118, 2.714, 2.880)
H (-1.242, 5.103, 0.976)
H (-0.649, 5.128, 2.638)
H (0.229, 4.219, 1.402)
H (-3.504, 4.328, 1.849)
H (-3.645, 2.813, 2.750)
H (-2.925, 4.236, 3.505)
H (-3.663, 1.887, -2.565)
H (-0.945, 0.871, -3.544)
H (-2.295, 1.393, -4.549)
H (-1.456, 2.560, -3.524)
H (-2.491, -0.935, -2.370)
H (-4.046, -0.413, -1.730)
H (-3.763, -0.425, -3.474)
C (-1.254, -2.899, -5.774)
C (0.157, -2.780, -5.178)
C (0.150, -2.036, -3.934)
N (0.133, -1.459, -2.942)
H (-1.211, -3.568, -6.630)
H (-1.617, -1.931, -6.111)
H (-1.954, -3.313, -5.050)
H (0.844, -2.265, -5.855)
H (0.590, -3.758, -4.953)

Properties
* HOMO-LUMO gap (alpha / beta): 9.960 / 6.332 eV
* total charge: +2
* <S²>: 8.766
* 2S+1: 6



(3)
The following is a DFT calculation (ωB97M-V/def2-TZVPD) of 2 unconnected molecules or ions with the total composition C5H13N2.

Positions of all 20 atoms, in Å:
C (0.577, 0.535, -3.034)
C (0.994, 1.263, -1.717)
C (-0.140, 1.042, -0.777)
C (-0.017, 0.054, 0.209)
N (-0.769, -0.254, 1.244)
C (-2.126, 0.307, 1.126)
N (1.081, -2.480, 3.185)
H (1.391, 0.730, -3.758)
H (-0.373, 0.860, -3.427)
H (1.193, 2.354, -1.828)
H (1.927, 0.800, -1.287)
H (-0.876, 1.823, -0.846)
H (0.951, -0.488, 0.159)
H (0.181, -1.990, 3.035)
H (-2.584, -0.429, 0.492)
H (-2.257, 1.325, 0.684)
H (-2.597, 0.359, 2.093)
H (1.193, -3.428, 3.530)
H (0.581, -0.539, -2.812)
H (1.671, -1.847, 3.730)

Properties
* HOMO-LUMO gap: 4.368 eV
* total charge: +1



(4)
The following is a DFT calculation (ωB97M-V/def2-TZVPD) of 6 unconnected molecules or ions with the total composition C32H84N12O10P4.

Positions of all 142 atoms, in Å:
C (0.785, -1.274, 0.596)
C (1.776, -0.143, 0.731)
C (1.113, 1.252, 0.681)
O (1.736, 1.949, 1.786)
C (2.345, 1.053, 2.576)
O (2.807, 1.267, 3.667)
O (2.355, -0.153, 2.048)
H (0.187, -1.501, 1.478)
H (1.278, -2.228, 0.388)
H (0.076, -1.076, -0.210)
H (2.587, -0.121, -0.001)
H (0.059, 1.159, 0.942)
H (1.402, 1.813, -0.203)
C (8.013, -1.803, 1.625)
C (7.063, -0.681, 1.323)
C (5.794, -0.530, 2.222)
O (5.711, 0.857, 2.523)
C (6.735, 1.457, 1.885)
O (6.801, 2.617, 1.615)
O (7.683, 0.585, 1.532)
H (8.408, -2.241, 0.710)
H (7.551, -2.656, 2.128)
H (8.769, -1.394, 2.293)
H (6.744, -0.679, 0.275)
H (5.968, -1.084, 3.154)
H (4.888, -1.010, 1.852)
O (-1.771, 5.203, 5.308)
P (-2.434, 4.169, 4.515)
N (-3.595, 3.209, 5.322)
C (-4.878, 3.813, 5.663)
C (-3.032, 2.337, 6.347)
N (-1.291, 3.105, 3.849)
C (-1.745, 2.077, 2.915)
C (-0.137, 2.596, 4.639)
N (-3.315, 4.857, 3.230)
C (-4.085, 4.101, 2.260)
C (-3.010, 6.285, 3.008)
H (-5.213, 4.404, 4.806)
H (-4.678, 4.571, 6.428)
H (-5.634, 3.046, 5.814)
H (-1.973, 2.531, 6.514)
H (-3.222, 1.277, 6.166)
H (-3.495, 2.587, 7.308)
H (-2.707, 1.625, 3.175)
H (-2.005, 2.605, 1.995)
H (-1.101, 1.227, 2.707)
H (-0.112, 3.045, 5.630)
H (-0.104, 1.509, 4.664)
H (0.710, 2.980, 4.073)
H (-4.959, 4.708, 2.019)
H (-3.542, 3.824, 1.351)
H (-4.373, 3.166, 2.742)
H (-2.103, 6.287, 2.401)
H (-2.915, 6.760, 3.979)
H (-3.821, 6.792, 2.483)
O (0.071, 2.946, -1.796)
P (1.205, 2.866, -2.736)
N (2.298, 4.149, -2.569)
C (2.030, 5.417, -3.222)
C (3.321, 4.175, -1.539)
N (0.788, 2.946, -4.386)
C (1.797, 2.746, -5.445)
C (-0.346, 3.752, -4.863)
N (2.199, 1.514, -2.509)
C (3.534, 1.378, -3.104)
C (1.532, 0.234, -2.406)
H (2.878, 6.088, -3.053)
H (1.194, 5.939, -2.747)
H (2.010, 5.406, -4.312)
H (3.190, 3.452, -0.739)
H (3.413, 5.191, -1.149)
H (4.283, 4.053, -2.059)
H (2.449, 1.913, -5.207)
H (1.394, 2.769, -6.455)
H (2.445, 3.637, -5.475)
H (-0.134, 4.291, -5.786)
H (-1.232, 3.150, -5.080)
H (-0.494, 4.442, -4.029)
H (3.473, 0.719, -3.970)
H (3.946, 2.357, -3.341)
H (4.199, 0.971, -2.338)
H (2.251, -0.567, -2.204)
H (1.002, -0.035, -3.328)
H (0.852, 0.061, -1.573)
O (1.175, -4.961, 0.452)
P (1.070, -5.489, -0.914)
N (2.063, -4.691, -2.056)
C (2.184, -5.271, -3.382)
C (3.190, -3.954, -1.512)
N (-0.447, -5.345, -1.662)
C (-0.796, -4.047, -2.235)
C (-1.617, -5.961, -1.040)
N (1.439, -7.127, -1.133)
C (2.725, -7.576, -0.626)
C (0.790, -7.994, -2.088)
H (2.506, -4.530, -4.117)
H (1.287, -5.739, -3.778)
H (2.955, -6.051, -3.411)
H (3.467, -3.087, -2.121)
H (4.115, -4.537, -1.431)
H (2.943, -3.561, -0.527)
H (0.050, -3.648, -2.795)
H (-1.649, -4.058, -2.914)
H (-0.980, -3.320, -1.435)
H (-2.385, -6.164, -1.786)
H (-1.316, -6.806, -0.421)
H (-2.053, -5.249, -0.327)
H (3.545, -7.287, -1.300)
H (2.886, -7.009, 0.294)
H (2.690, -8.657, -0.517)
H (1.247, -7.859, -3.076)
H (-0.290, -7.956, -2.203)
H (1.037, -9.037, -1.862)
O (-2.257, -1.598, 0.751)
P (-3.401, -1.069, -0.019)
N (-4.539, -0.155, 0.898)
C (-4.501, -0.108, 2.330)
C (-5.569, 0.631, 0.240)
N (-4.262, -2.142, -0.937)
C (-4.635, -3.445, -0.389)
C (-4.985, -1.821, -2.149)
N (-2.951, 0.124, -1.157)
C (-1.865, -0.359, -2.070)
C (-2.691, 1.501, -0.731)
H (-4.512, 0.909, 2.730)
H (-3.674, -0.724, 2.680)
H (-5.400, -0.528, 2.810)
H (-5.331, 1.699, 0.262)
H (-6.550, 0.426, 0.672)
H (-5.592, 0.387, -0.821)
H (-4.252, -4.288, -0.960)
H (-4.239, -3.591, 0.620)
H (-5.714, -3.449, -0.216)
H (-4.737, -0.864, -2.604)
H (-4.789, -2.530, -2.959)
H (-6.057, -1.806, -1.924)
H (-1.696, 0.135, -3.018)
H (-1.039, -0.721, -1.455)
H (-2.257, -1.363, -2.297)
H (-3.268, 1.812, 0.141)
H (-3.055, 2.108, -1.561)
H (-1.657, 1.712, -0.454)

Properties
* HOMO-LUMO gap: 8.380 eV



Across the entries above, ΔE to the lowest compared entry with this formula, charge and spin takes the values 0.00; 0.75; 119.19; 17.59 kcal/mol, respectively.
Across the entries above, total energy takes the values -128574.868; -77421.892; -8365.642; -110061.905 eV, respectively.